Run 1
Formula: C7H11N
Source: the OMol25 dataset
Level of theory: ωB97M-V/def2-TZVPD

Each line ends with the Mulliken charge.
Positions of all 19 atoms, in Å:
C (1.129, -1.113, -1.176)  -0.236
C (1.903, -0.092, -0.642)  -0.119
C (1.676, 0.250, 0.518)  -0.365
C (0.821, -0.395, 1.464)  -0.309
C (0.045, -1.418, 0.996)  -0.703
C (0.100, -1.763, -0.418)  -0.712
C (-1.972, 1.254, 0.209)  -0.722
H (1.305, -1.340, -2.181)  0.390
H (2.397, 0.605, -1.241)  0.355
H (2.019, 1.280, 0.826)  0.187
H (0.701, -0.117, 2.549)  0.314
H (-0.693, -1.788, 1.474)  0.673
H (-0.396, -2.578, -0.795)  0.515
H (-0.196, 1.284, -0.382)  0.291
H (-1.291, 0.746, -1.673)  0.314
H (-2.861, 1.900, 0.226)  0.239
H (-2.144, 0.123, -0.004)  0.193
H (-1.474, 1.446, 1.077)  0.358
N (-1.068, 1.717, -0.826)  -0.664

E_LUMO in eV: 0.86
Frontier orbital gap in eV: 10.2
Multiplicity: 1

***

Run 2
Formula: C7H11N
Source: the OMol25 dataset
Level of theory: ωB97M-V/def2-TZVPD

Each line ends with the Mulliken charge.
Positions of all 19 atoms, in Å:
C (-2.238, 0.202, -0.192)  -1.741
C (-0.823, 0.046, 0.060)  1.229
C (0.271, 1.160, 0.090)  -0.643
C (1.701, 0.892, 0.630)  -0.798
C (2.171, -0.411, 0.034)  -0.453
C (1.210, -0.987, -0.729)  -1.197
C (0.233, 0.019, -0.978)  0.195
H (-2.594, 0.901, -1.033)  0.326
H (-3.201, 0.700, 0.514)  0.283
H (-2.688, -0.778, -0.359)  0.423
H (-0.468, -1.914, 0.625)  0.324
H (-1.840, -0.890, 1.674)  0.335
H (0.140, 2.215, -0.335)  0.275
H (2.110, 0.721, 1.757)  0.265
H (2.406, 1.595, 0.400)  0.494
H (3.026, -0.900, 0.185)  0.603
H (1.426, -1.701, -1.509)  0.398
H (-0.301, 0.106, -2.047)  0.375
N (-0.543, -0.977, 1.215)  -0.693

E_LUMO in eV: 0.89
Frontier orbital gap in eV: 9.3
Multiplicity: 1

***

Which of them is most stable? Easy: run 1.

***

Run 1
Formula: C3H10N2P
Source: the OMol25 dataset
Level of theory: ωB97M-V/def2-TZVPD

Each line ends with the Mulliken charge.
Positions of all 16 atoms, in Å:
C (-0.976, 0.751, 0.972)  -0.444
C (1.735, 0.542, -0.808)  -0.864
C (-0.576, -0.062, -0.223)  0.049
N (-1.088, 0.060, 2.052)  -0.520
N (0.918, -0.353, -0.164)  -0.242
P (-1.308, -1.830, -0.254)  -0.121
H (-1.172, 1.764, 0.951)  0.501
H (2.731, 0.185, -1.278)  0.342
H (1.243, 1.303, -1.535)  0.277
H (2.153, 1.253, 0.043)  0.315
H (-0.882, 0.619, -1.300)  0.424
H (-1.414, 0.628, 2.828)  0.265
H (1.281, -0.442, 0.877)  0.440
H (1.096, -1.276, -0.533)  0.394
H (-2.381, -1.878, -1.134)  0.094
H (-2.249, -1.729, 0.756)  0.090

SMILES string: [H]/N=C/[C@H](P)[NH2+]C
Net charge: +1
E_LUMO in eV: -3.72
Frontier orbital gap in eV: 10.2
Multiplicity: 1

***

Run 2
Formula: C3H10N2P
Source: the OMol25 dataset
Level of theory: ωB97M-V/def2-TZVPD

Each line ends with the Mulliken charge.
Positions of all 16 atoms, in Å:
C (0.052, -1.320, 0.212)  -0.571
C (-1.246, 1.544, -0.227)  -0.765
C (0.746, 0.082, 0.053)  0.447
N (-1.234, -1.327, -0.449)  -0.541
N (0.148, 1.206, -0.134)  -0.168
P (2.562, -0.016, -0.044)  -0.073
H (-0.129, -1.364, 1.297)  0.352
H (-1.847, 0.638, -0.291)  0.365
H (-1.529, 2.129, 0.648)  0.318
H (-1.395, 2.166, -1.109)  0.315
H (0.642, -2.321, -0.011)  0.374
H (-1.879, -1.981, -0.019)  0.236
H (-1.162, -1.561, -1.431)  0.213
H (0.763, 2.018, -0.217)  0.279
H (2.695, -0.978, 0.949)  0.124
H (2.815, 1.086, 0.774)  0.095

SMILES string: C/[NH+]=C(/P)CN
Net charge: +1
E_LUMO in eV: -4.35
Frontier orbital gap in eV: 9.6
Multiplicity: 1

***

Which of them is most stable? Easy: run 2.

***

Run 1
Formula: C2H2BrClO
Source: the OMol25 dataset
Level of theory: ωB97M-V/def2-TZVPD

Each line ends with the Mulliken charge.
Positions of all 7 atoms, in Å:
C (-2.947, -0.170, -0.472)  0.369
C (0.202, 0.584, -0.695)  -0.591
O (-3.008, -0.790, -1.467)  -0.308
Cl (-4.003, 0.471, 0.674)  -0.069
Br (0.096, 2.296, 0.015)  -0.041
H (-0.072, -0.294, -0.046)  0.300
H (-0.254, 0.401, -1.635)  0.340

E_LUMO (spin up / spin down) in eV: -0.88 / -0.40
Frontier orbital gap (spin up / spin down) in eV: 7.9 / 8.5
Multiplicity: 1

***

Run 2
Formula: C2H2BrClO
Source: the OMol25 dataset
Level of theory: ωB97M-V/def2-TZVPD

Each line ends with the Mulliken charge.
Positions of all 7 atoms, in Å:
C (-0.050, 0.470, -0.440)  -0.028
C (-0.633, -0.476, 0.232)  -0.037
O (1.248, 0.331, -0.871)  -0.377
Cl (-2.290, -0.322, 0.627)  -0.171
Br (2.406, 0.041, 0.557)  0.070
H (-0.599, 1.422, -0.716)  0.291
H (-0.081, -1.466, 0.611)  0.252

SMILES string: Cl/C=C/OBr
E_LUMO in eV: -0.98
Frontier orbital gap in eV: 8.5
Multiplicity: 1

***

Which of them is most stable? Easy: run 2.